A 9-piece molecular cluster, C48H117N3O21 overall in a non-equilibrium geometry. Source: the Open Molecules 2025 dataset; level of theory: ωB97M-V/def2-TZVPD.

Geometry as ORCA input:
```
! wB97M-V def2-TZVPD RIJCOSX def2/J DEFGRID3
* xyz 0 1
C -1.0574 -5.1065 0.8356
O -1.8489 -4.2169 1.5985
C -3.1158 -4.7457 1.8990
C -4.2260 -4.2733 0.9201
C -4.1138 -2.7909 0.5042
N -5.5206 -4.4943 1.5460
H 0.0041 -4.8643 0.7353
H -1.2760 -4.9004 -0.2243
H -1.1903 -6.1720 1.0156
H -3.1725 -5.8329 1.9649
H -3.4048 -4.2816 2.8459
H -4.1481 -4.8389 -0.0115
H -4.5302 -2.6341 -0.4941
H -3.0566 -2.5207 0.5435
H -4.7013 -2.1093 1.1222
H -5.7565 -3.9287 2.3469
H -6.2001 -4.3827 0.8070
C 3.3557 1.8426 4.3105
O 3.5090 2.9656 3.4603
C 2.2910 3.3859 2.8372
C 2.6183 4.4059 1.7651
C 2.9638 5.8186 2.2129
N 1.3177 4.6696 1.0911
H 4.1390 1.9123 5.0653
H 3.5491 0.9447 3.7165
H 2.3758 1.7999 4.7904
H 1.8633 2.5051 2.3457
H 1.6020 3.7807 3.5887
H 3.2634 4.0032 0.9775
H 3.7962 5.7110 2.9250
H 2.2072 6.3504 2.7859
H 3.2986 6.4916 1.4240
H 0.6987 3.9019 0.8356
H 1.5783 5.2386 0.2984
C -1.1486 -1.7937 -1.6052
O -0.4340 -0.7297 -0.9704
C -1.0899 -0.2789 0.2052
C -0.3258 0.7526 1.0339
C -0.8121 1.0043 2.4561
N -0.1733 2.0593 0.3960
H -2.1962 -1.4837 -1.7219
H -1.1070 -2.6573 -0.9434
H -0.8638 -1.8530 -2.6526
H -2.0489 0.1447 -0.1217
H -1.2407 -1.1908 0.7964
H 0.7082 0.3855 1.0515
H -1.6289 1.7251 2.5693
H -0.0843 1.5050 3.0970
H -1.1866 0.1297 2.9962
H -0.8346 2.1551 -0.3752
H 0.6829 1.9901 -0.1482
C 11.8637 3.0895 1.3153
O 10.8688 3.6737 0.4856
C 9.9186 2.7377 0.0057
C 8.9377 2.1965 1.0279
O 8.0157 1.3457 0.3766
C 7.0187 0.9060 1.2880
C 6.0860 -0.1080 0.6136
O 4.9883 0.4352 -0.1020
C 3.9297 0.8848 0.6805
H 12.2563 2.1860 0.8354
H 11.3499 2.8032 2.2367
H 12.7072 3.7362 1.5394
H 10.5026 1.9058 -0.4032
H 9.3863 3.2621 -0.7871
H 8.4445 3.0046 1.5754
H 9.5395 1.6300 1.7498
H 6.4033 1.6908 1.7359
H 7.5593 0.3395 2.0537
H 5.7058 -0.8084 1.3621
H 6.6863 -0.6568 -0.1115
H 3.9611 1.9709 0.8154
H 3.8705 0.4818 1.6982
H 2.9479 0.6529 0.2563
C 2.5666 -3.0867 0.0395
O 2.8693 -3.8003 -1.1283
C 3.8091 -4.8178 -0.9814
C 3.7380 -5.9411 -2.0241
O 4.5015 -7.0461 -1.6231
C 4.3246 -8.1024 -2.5340
C 4.9920 -9.3765 -1.9979
O 6.3949 -9.2883 -2.2418
C 7.1608 -10.2733 -1.5398
H 1.6905 -2.4474 -0.0439
H 3.4880 -2.6331 0.4181
H 2.2651 -3.7824 0.8385
H 3.7150 -5.3468 -0.0254
H 4.8121 -4.3846 -1.0613
H 4.0565 -5.5749 -3.0109
H 2.6924 -6.1519 -2.2917
H 4.8224 -7.9778 -3.5009
H 3.2833 -8.3856 -2.7117
H 4.6656 -10.2496 -2.5700
H 4.7596 -9.4657 -0.9334
H 6.7947 -11.2634 -1.8314
H 7.0851 -10.1913 -0.4552
H 8.1366 -10.0905 -1.9825
C 1.9807 2.3177 -2.4751
O 0.7977 3.0747 -2.3257
C 0.9002 4.4512 -2.4716
C -0.5278 5.0055 -2.4586
O -0.4848 6.3968 -2.5411
C -1.7479 6.9937 -2.3399
C -2.7572 6.9776 -3.4469
O -3.3273 5.7190 -3.7049
C -4.4134 5.3294 -2.8850
H 2.5081 2.3863 -3.4266
H 1.8999 1.3169 -2.0556
H 2.6617 2.7905 -1.7449
H 1.2713 4.7579 -3.4587
H 1.5655 4.8952 -1.7233
H -1.1224 4.6394 -1.6081
H -0.9898 4.4019 -3.2524
H -1.6165 8.0006 -1.9349
H -2.1464 6.4805 -1.4496
H -2.3239 7.4733 -4.3196
H -3.5697 7.6637 -3.1715
H -3.9999 4.9908 -1.9315
H -4.8953 4.4461 -3.3083
H -5.1671 6.1198 -2.8983
C 0.8840 -1.0192 5.0925
O 0.7482 -2.4172 5.3180
C -0.1444 -3.0433 4.3985
C -1.0346 -3.9411 5.2630
O -1.9179 -3.0898 5.9799
C -2.8612 -3.8144 6.7391
C -3.9015 -4.6008 5.9262
O -5.2059 -4.5153 6.5073
C -5.4068 -5.3654 7.6497
H 1.7098 -0.6842 5.7223
H 0.0475 -0.4113 5.4480
H 1.1133 -0.7403 4.0626
H 0.4195 -3.7093 3.7436
H -0.8542 -2.3919 3.8894
H -0.4251 -4.5707 5.9215
H -1.6764 -4.6110 4.6786
H -3.4720 -3.0656 7.2477
H -2.3405 -4.4246 7.4826
H -3.6323 -5.6601 5.8383
H -4.0032 -4.2928 4.8871
H -5.6267 -6.3589 7.2598
H -6.2474 -4.9484 8.1988
H -4.5334 -5.3359 8.3021
C -1.4587 1.1815 -3.8084
O -1.0048 2.0912 -4.7875
C -2.0674 2.8934 -5.2849
C -1.4711 3.9227 -6.2896
O -0.6798 3.2966 -7.2863
C -0.3358 4.0432 -8.4451
C -1.3992 3.9695 -9.5050
O -2.3019 5.0377 -9.5052
C -3.2029 4.9998 -10.6092
H -2.4094 0.7401 -4.1342
H -1.5545 1.7154 -2.8592
H -0.7987 0.3192 -3.7214
H -2.5379 3.4705 -4.4863
H -2.7181 2.1664 -5.7799
H -0.6635 4.4359 -5.7504
H -2.2088 4.5881 -6.7410
H 0.6450 3.6831 -8.7446
H -0.2219 5.0854 -8.1167
H -1.8971 2.9964 -9.4075
H -0.8843 3.9338 -10.4784
H -3.7183 5.9602 -10.5810
H -3.9881 4.2503 -10.5053
H -2.6059 4.9667 -11.5214
C -4.6350 3.4649 2.1582
O -4.6286 3.2555 0.7776
C -4.2302 1.9584 0.3797
C -5.4833 1.1448 0.0583
O -6.0768 0.4128 1.1182
C -7.2630 -0.2513 0.7236
C -8.0154 -0.7044 1.9672
O -7.4932 -1.8179 2.6406
C -8.0635 -2.0396 3.8890
H -3.6775 3.4248 2.6845
H -5.2841 2.6897 2.5959
H -5.1914 4.3748 2.3836
H -3.5698 1.5443 1.1462
H -3.6680 1.8860 -0.5545
H -5.1241 0.3437 -0.6084
H -6.1846 1.7797 -0.4891
H -7.0234 -1.1536 0.1436
H -7.8694 0.3356 0.0298
H -9.0574 -0.9556 1.7210
H -8.1509 0.1510 2.6412
H -7.7288 -2.9582 4.3703
H -9.1474 -2.2393 3.8689
H -7.9862 -1.1909 4.5757
*
```

**Kohn-Sham gap**: 9.0 eV
**SMILES**: COC[C@H](C)N.COC[C@H](C)N.COC[C@H](C)N.COCCOCCOC.COCCOCCOC.COCCOCCOC.COCCOCCOC.COCCOCCOC.COCCOCCOC
**HOMO**: -8.4 eV
**Total energy**: -99125.4422 eV

Results of the Löwdin charge analysis, in e, for atoms 1 through 99:
1 C -0.101
2 O -0.200
3 C -0.194
4 C -0.408
5 C -0.046
6 N 0.039
7 H 0.073
8 H 0.080
9 H 0.091
10 H 0.126
11 H 0.102
12 H 0.134
13 H 0.076
14 H 0.040
15 H 0.069
16 H 0.061
17 H 0.070
18 C -0.106
19 O -0.202
20 C -0.195
21 C -0.403
22 C -0.070
23 N 0.024
24 H 0.090
25 H 0.065
26 H 0.081
27 H 0.099
28 H 0.137
29 H 0.121
30 H 0.075
31 H 0.079
32 H 0.075
33 H 0.025
34 H 0.046
35 C -0.083
36 O -0.206
37 C -0.189
38 C -0.395
39 C -0.051
40 N 0.061
41 H 0.080
42 H 0.072
43 H 0.088
44 H 0.112
45 H 0.117
46 H 0.123
47 H 0.063
48 H 0.059
49 H 0.068
50 H 0.071
51 H 0.050
52 C -0.104
53 O -0.189
54 C -0.202
55 C -0.213
56 O -0.122
57 C -0.183
58 C -0.181
59 O -0.160
60 C -0.125
61 H 0.087
62 H 0.079
63 H 0.086
64 H 0.124
65 H 0.132
66 H 0.136
67 H 0.117
68 H 0.130
69 H 0.126
70 H 0.117
71 H 0.130
72 H 0.073
73 H 0.073
74 H 0.072
75 C -0.101
76 O -0.172
77 C -0.210
78 C -0.215
79 O -0.103
80 C -0.208
81 C -0.203
82 O -0.205
83 C -0.096
84 H 0.080
85 H 0.087
86 H 0.075
87 H 0.127
88 H 0.132
89 H 0.129
90 H 0.125
91 H 0.133
92 H 0.125
93 H 0.124
94 H 0.126
95 H 0.082
96 H 0.086
97 H 0.090
98 C -0.078
99 O -0.215